Molecular formula: C13H50N6O12
Method: DFT, the ωB97M-V functional and the def2-TZVPD basis

```
81
Properties=species:S:1:pos:R:3:forces:R:3
C -0.3650 23.2188 10.5444 -1.0 0.5 0.4
C -1.1279 23.0990 9.2357 0.6 2.4 0.3
O -0.2000 23.2697 8.1738 0.4 -0.2 0.9
H 0.2805 24.1136 10.5499 -0.7 0.0 -0.1
H 0.3242 22.4296 10.7591 0.1 -1.0 0.2
H -1.1807 23.3040 11.3015 1.0 -0.1 0.0
H -1.8213 24.0232 9.3103 0.5 -1.6 -0.7
H -1.6426 22.1784 9.0579 -0.7 -0.6 0.5
H -0.6992 23.6394 7.4604 -0.5 0.4 -1.3
C 1.3167 20.0111 7.4511 -6.8 -0.9 -6.5
O 0.3911 20.1251 6.3562 5.4 -0.4 5.2
N 1.6689 18.8366 7.8940 0.2 -5.5 -1.0
N 1.6082 20.9934 8.2370 -1.0 5.3 -0.3
H 1.2636 17.9581 7.4243 0.7 2.4 0.7
H 1.9543 18.6026 8.8382 0.0 0.8 -0.2
H 1.1723 21.9398 7.9925 0.5 -1.5 0.3
H 2.3987 20.9855 8.8210 1.0 -0.3 1.1
C 1.2136 22.0613 4.3251 -2.5 6.0 2.9
O 0.5245 23.1533 4.8437 4.0 -5.2 -2.1
N 2.4883 21.7126 4.4813 1.6 -1.5 0.4
N 0.6683 21.3171 3.4255 -5.6 0.0 -1.2
H 3.0218 22.1765 5.1761 0.5 0.3 0.4
H 2.7137 20.6919 4.2695 -0.3 2.3 0.8
H -0.3898 21.3201 3.5274 2.0 -0.3 -0.6
H 1.1295 20.5021 3.1562 0.3 -1.4 -0.5
C -1.0153 18.7156 10.1740 -1.9 0.8 -8.8
O -1.5388 18.5323 8.8917 2.2 0.1 6.0
N -0.0714 19.6081 10.3107 2.5 3.1 -3.1
N -1.3478 18.0290 11.2112 -3.1 -3.8 2.7
H 0.3494 20.1727 9.4400 -1.8 -1.6 2.6
H 0.1799 19.9625 11.1927 0.4 0.2 1.1
H -2.0476 17.3089 10.9392 0.7 0.8 0.4
H -1.5337 18.3818 12.1702 0.6 0.3 -1.0
C 3.6299 22.3687 10.6175 -0.7 1.1 -0.2
O 3.1404 21.0618 10.7137 -1.0 -0.6 0.0
H 4.3539 22.5132 9.8332 0.1 -0.6 -0.8
H 4.2044 22.6368 11.4796 0.0 0.4 1.0
H 2.8239 23.1107 10.4080 0.4 -0.3 0.4
H 2.2930 21.0003 11.2527 1.7 0.1 -0.8
C -2.5823 24.3778 5.0185 0.1 -0.9 1.3
O -1.4844 24.4539 5.9469 -2.6 1.7 0.7
H -3.1468 25.3076 5.1292 -0.2 -0.4 0.0
H -3.1667 23.4434 5.2314 0.0 1.0 0.0
H -2.2749 24.2685 3.9956 0.6 0.2 -0.5
H -0.7915 23.9332 5.6293 2.2 -1.6 -1.5
C -2.8151 20.7392 7.1116 -0.5 -0.1 -1.8
O -3.4123 19.5131 6.6000 0.6 0.5 1.2
H -2.7057 21.5640 6.3586 -0.7 -1.0 0.2
H -1.8377 20.6087 7.4461 1.9 -0.8 0.4
H -3.3341 21.0901 7.9554 -1.2 0.6 1.1
H -3.2848 18.8672 7.3417 0.1 0.7 -0.9
C -5.3767 21.9689 11.7544 -0.9 0.3 -3.3
O -4.4100 21.8660 10.6993 0.9 -0.1 -0.3
H -4.9891 21.6915 12.6564 1.8 0.0 2.6
H -6.1341 21.1498 11.6561 -0.1 1.1 -0.7
H -5.7148 23.0043 11.7015 -0.8 -0.4 0.7
H -4.2855 22.6793 10.1495 -0.9 -1.0 1.1
C -5.1516 23.5347 7.6460 0.7 -1.5 -0.7
O -6.1159 23.0390 8.5799 0.0 0.4 0.0
H -5.5215 24.4256 7.0923 0.4 -0.5 0.5
H -4.9162 22.6838 6.9583 -0.3 1.0 0.0
H -4.1443 23.6783 8.1201 -1.0 0.5 -0.1
H -6.4639 22.2031 8.2443 0.2 0.3 0.1
C 2.3358 24.9097 7.8230 2.6 0.6 -1.5
O 3.1540 24.0341 6.9675 -0.1 2.1 0.8
H 3.0352 25.6904 8.1602 -0.4 -0.1 -0.1
H 1.8621 24.4955 8.6552 -0.4 -1.3 1.3
H 1.5645 25.3123 7.2320 -0.9 0.7 -0.9
H 2.9226 23.1586 7.1582 -0.7 -2.0 0.4
C 2.0115 21.3012 13.5448 -0.7 0.4 1.2
O 1.4890 20.3702 12.6535 -1.4 1.3 -1.8
H 1.8699 22.3142 13.1160 0.4 -0.6 0.6
H 2.9979 20.9683 13.7577 1.5 0.8 -0.1
H 1.5115 21.1190 14.5062 -0.3 1.0 0.0
H 1.6352 19.5640 13.0688 0.2 -2.7 0.6
C -2.0636 20.9116 13.0992 -2.8 0.9 -0.2
O -2.3215 19.5703 13.3993 0.1 -2.3 0.0
H -2.2473 21.2037 12.0322 0.0 -0.3 0.9
H -1.0962 21.1705 13.3925 1.8 -0.1 0.3
H -2.7110 21.4377 13.8183 0.1 0.8 -0.7
H -3.2434 19.2477 13.2971 0.8 1.1 -0.1
```
Positions in Å, forces in eV/Å.

Summary:
Highest occupied orbital energy ... -8.7 eV
Structure (SMILES) ... NC(N)=O.NC(N)=O.NC(N)=O.CCO.CO.CO.CO.CO.CO.CO.CO.CO
DFT total energy ... -47796.72362 eV
Relative energy (zero: lowest compared OMol25 entry of this formula, charge and spin) ... 33.7 kcal per mole
Maximum force ... 9.447 eV/Å

Molecular formula: C13H52F2NO17S2
Method: DFT, the ωB97M-V functional and the def2-TZVPD basis

```
87
Properties=species:S:1:pos:R:3:forces:R:3
N -1.5878 0.5474 -0.5815 1.7 -3.0 0.2
S -2.3742 0.7059 0.7277 -5.0 4.7 4.9
O -1.6655 1.1941 1.8983 -0.1 -0.9 -1.2
O -3.4961 -0.1770 1.0046 1.5 0.2 -0.8
F -3.1610 2.0799 0.3266 0.3 -0.5 -0.5
S -0.8665 -0.8828 -0.0657 3.4 -2.9 -2.1
O -1.6284 -2.1049 -0.2089 0.0 1.6 0.7
O 0.1035 -0.7807 1.0111 -1.7 0.2 -1.0
F 0.0914 -1.0393 -1.3342 0.0 0.6 -0.2
C -1.4568 -3.3809 -5.5404 -0.7 0.0 1.2
O -0.5914 -4.4630 -5.8560 0.2 0.4 -0.2
H -2.0966 -3.7017 -4.7184 -0.1 -0.1 0.1
H -0.9100 -2.5299 -5.1343 0.0 0.1 -0.3
H -2.1425 -3.0673 -6.3277 0.4 -0.1 -0.4
H 0.2580 -4.0385 -5.9969 0.2 -0.4 -0.2
C 1.9083 0.9598 4.9943 -0.7 0.8 0.3
O 2.8008 1.2535 6.0335 1.3 -0.2 0.8
H 2.1537 1.5958 4.1437 -0.2 -0.4 -0.5
H 1.9177 -0.1046 4.7598 0.2 0.2 0.0
H 0.9375 1.2486 5.3971 -0.6 -0.3 -0.7
H 2.6790 2.1750 6.2734 0.0 0.0 0.0
C -7.2132 3.7418 1.9717 -0.4 0.6 0.4
O -7.4299 5.1627 1.8474 0.4 -0.3 0.1
H -6.9949 3.3282 0.9872 -0.1 -0.4 0.2
H -6.4078 3.5206 2.6721 0.3 0.4 -0.3
H -8.0935 3.3397 2.4731 -0.2 -0.5 -0.5
H -8.2076 5.2447 1.2907 0.0 0.2 0.0
C 5.0363 0.4277 0.9927 1.2 0.5 0.4
O 6.3469 -0.1078 0.9059 0.7 -1.2 -0.5
H 4.7411 0.3885 2.0412 -0.6 0.0 -0.1
H 5.1306 1.4639 0.6678 -0.8 0.1 -0.1
H 4.4069 -0.1785 0.3411 -0.1 0.3 0.2
H 7.0494 0.4966 1.1566 -0.4 0.2 0.1
C 4.7928 1.0316 -4.0346 0.1 -0.5 0.2
O 3.5340 0.4787 -4.4133 0.7 -0.1 -0.2
H 5.5664 0.2684 -3.9504 -0.4 -0.7 0.2
H 5.2671 1.6548 -4.7927 -0.6 0.7 -0.1
H 4.7210 1.4891 -3.0478 0.1 0.4 -0.2
H 2.8224 1.0143 -4.0549 0.0 0.2 0.1
C -4.7066 -0.9988 -3.3273 -1.3 0.6 0.8
O -3.5841 -0.1793 -3.5792 0.2 -0.7 -0.2
H -4.6970 -1.4745 -2.3466 0.5 -0.3 0.0
H -5.5748 -0.3450 -3.2445 -0.4 0.1 -0.2
H -4.9770 -1.7503 -4.0690 0.7 0.1 -0.3
H -3.1691 -0.0728 -2.7201 0.4 0.2 0.0
C 1.4168 3.5523 -2.0114 -0.2 0.3 0.2
O 0.7548 2.5596 -2.7738 0.6 0.1 -0.3
H 1.9806 3.1156 -1.1870 -0.1 0.0 0.2
H 2.1320 4.1392 -2.5879 -0.1 -0.4 -0.5
H 0.6816 4.2721 -1.6516 0.0 0.1 0.4
H 0.1189 2.1496 -2.1830 -0.2 -0.2 0.0
C -2.6086 -3.2882 4.1909 1.0 0.3 0.7
O -2.2784 -4.3696 5.0805 -0.3 -0.2 -0.3
H -1.8616 -3.2820 3.3971 -0.3 -0.3 -0.2
H -3.6282 -3.3011 3.8057 0.1 -0.2 0.0
H -2.4176 -2.3626 4.7338 -0.3 0.3 -0.1
H -2.5369 -4.1256 5.9723 -0.1 0.0 -0.1
C 4.7720 -3.5297 -2.0004 1.1 0.4 0.1
O 5.6211 -3.5763 -0.8407 -0.7 -0.8 0.4
H 5.4530 -3.3128 -2.8234 -0.4 0.1 -0.5
H 4.3190 -4.5043 -2.1823 0.2 0.0 0.4
H 3.9823 -2.7807 -1.9419 0.0 0.1 0.1
H 5.9891 -2.7236 -0.5976 -0.2 0.3 -0.3
C -4.0122 6.6445 -0.9345 1.1 0.7 0.9
O -2.7901 6.7507 -1.6591 -0.1 -0.8 -1.1
H -4.5692 7.5732 -1.0584 -0.4 -0.1 0.1
H -4.6007 5.7658 -1.1984 0.3 0.1 -0.5
H -3.7494 6.5110 0.1149 -0.4 0.1 0.3
H -2.1138 7.2972 -1.2522 -0.5 0.0 0.4
C 2.6643 -4.5532 2.3152 -1.0 0.6 -1.3
O 3.8864 -5.2112 2.0696 0.3 0.0 0.6
H 2.4830 -3.9274 1.4414 -0.5 0.1 -0.1
H 1.8331 -5.2572 2.3544 0.1 -0.2 0.2
H 2.5641 -3.8445 3.1373 0.7 -0.3 0.6
H 4.3037 -4.6913 1.3788 0.4 -0.2 0.0
C 0.4402 5.4674 4.4019 -0.6 0.1 0.7
O 0.0571 5.8197 5.7465 0.5 -0.1 0.0
H -0.1425 4.5903 4.1202 -0.1 0.2 -0.5
H 0.2323 6.3660 3.8210 0.2 -0.4 -0.7
H 1.4905 5.1854 4.3278 0.0 0.3 0.3
H -0.7065 6.3916 5.6391 0.0 -0.1 0.2
C 0.2605 -6.4861 -1.9438 -0.2 0.3 1.0
O 0.5913 -6.9662 -3.2016 0.4 -0.6 -0.9
H 0.7813 -7.0525 -1.1718 0.3 -0.1 -0.2
H 0.5536 -5.4415 -1.8392 -0.2 0.2 0.2
H -0.7981 -6.6213 -1.7217 -0.2 0.3 0.0
H 0.2183 -6.3757 -3.8602 -0.1 0.1 -0.1
```
Positions in Å, forces in eV/Å.

Summary:
Highest occupied orbital energy ... -7.5 eV
DFT total energy ... -77721.10712 eV
Relative energy (zero: lowest compared OMol25 entry of this formula, charge and spin) ... 79.0 kcal per mole
Charge ... -1
Maximum force ... 8.429 eV/Å

Molecular formula: C13H52N26O13
Method: DFT, the ωB97M-V functional and the def2-TZVPD basis

```
104
Properties=species:S:1:pos:R:3:forces:R:3
C 1.4472 3.4447 1.1184 2.5 -0.3 3.4
O 0.6135 3.3955 0.2385 -0.1 -0.2 -0.9
N 2.8518 3.3948 1.0585 -2.2 0.8 0.2
N 1.1036 3.4766 2.4850 -1.0 0.3 -1.4
H 3.3721 3.0081 0.3240 0.3 -0.5 -1.3
H 3.4157 3.6518 1.8590 -0.4 -0.2 -0.3
H 1.7763 3.3947 3.2063 0.8 -0.1 0.2
H 0.2472 3.9072 2.7900 -0.5 0.0 -0.1
C -2.9133 -4.4417 -1.2318 -0.1 -0.4 0.7
O -3.6717 -5.4101 -1.3214 2.1 0.6 -0.2
N -3.4893 -3.1875 -1.0211 0.0 0.6 -1.1
N -1.5036 -4.3372 -1.2496 -1.5 1.2 0.3
H -2.8507 -2.4029 -1.2099 -0.4 -0.3 0.1
H -4.2819 -3.1708 -1.6702 0.1 0.3 0.6
H -1.1354 -3.3939 -1.0187 -0.3 -1.0 -0.3
H -0.8765 -5.0922 -1.1385 0.1 -0.9 0.0
C -1.9225 -2.3113 -4.8679 0.2 -0.7 -0.1
O -2.3744 -2.4835 -6.0056 0.9 0.1 1.8
N -1.0270 -3.1788 -4.1859 -0.7 0.9 -0.6
N -2.2018 -1.2275 -4.0528 0.2 0.4 -0.5
H -0.8111 -4.0567 -4.6148 -0.2 -0.2 -0.1
H -0.9395 -3.1468 -3.1652 -0.2 0.0 -0.8
H -1.5152 -1.0931 -3.3098 -0.6 0.1 -0.2
H -2.4887 -0.3720 -4.5327 0.0 -0.4 0.3
C 0.7122 0.5095 3.8313 0.7 -0.8 -1.4
O 1.8290 0.6748 4.3119 -0.4 -0.5 0.2
N -0.3992 1.1287 4.3414 1.0 0.3 -0.1
N 0.5016 -0.3395 2.7031 -0.7 1.1 0.6
H -1.1783 1.1279 3.6937 -0.2 0.3 0.3
H -0.1137 2.0260 4.7859 -0.9 -1.0 -0.5
H -0.1682 0.0587 2.0370 0.1 -0.5 0.2
H 1.2865 -0.7805 2.2201 -0.1 0.6 0.7
C 2.1656 -2.5412 -3.1232 2.1 -2.2 -0.9
O 1.4872 -3.2644 -2.3775 0.2 1.8 -0.5
N 1.8590 -2.1779 -4.4021 -0.9 0.8 -0.1
N 3.5225 -2.2474 -2.9921 2.0 -1.4 1.2
H 0.8874 -2.0619 -4.5001 -1.6 -0.3 -0.8
H 2.4077 -1.4738 -4.9019 -0.2 -0.4 0.8
H 4.0597 -2.6533 -3.7935 -0.8 0.9 0.8
H 3.9663 -2.6330 -2.1384 -0.8 0.6 -0.4
C 4.8798 1.7728 -2.1218 1.1 -1.5 0.7
O 3.6605 1.6923 -2.0611 0.2 0.4 -0.2
N 5.5663 2.8079 -2.7158 -0.8 -0.5 0.3
N 5.6872 0.7227 -1.6207 0.0 1.4 -0.6
H 4.9922 3.4803 -3.1841 0.1 0.3 0.0
H 6.5599 2.9284 -2.6814 0.0 -0.1 0.0
H 5.2194 -0.0055 -1.1111 -0.2 0.0 0.1
H 6.6585 0.8880 -1.3690 -0.5 0.0 -0.1
C 4.5377 1.5621 2.8479 0.9 0.2 -0.7
O 5.1451 2.3411 2.0630 -1.0 -1.4 2.5
N 4.4180 1.6725 4.2531 0.6 0.3 -2.3
N 3.9957 0.3859 2.3396 0.4 0.3 -0.7
H 3.6810 1.1562 4.6901 -0.3 -0.1 0.1
H 4.8219 2.4549 4.7416 -0.1 0.0 -0.4
H 3.9792 0.1979 1.3336 0.4 0.7 0.5
H 3.2799 -0.1313 2.7971 -0.4 0.6 0.9
C -2.4192 3.1777 3.3079 -1.0 2.4 0.2
O -1.6680 4.0311 3.8655 -1.4 -2.5 -0.7
N -2.3958 2.9224 1.9906 1.2 0.2 -1.1
N -3.5401 2.5407 3.9082 1.0 0.3 -0.1
H -1.7940 3.4119 1.3159 -0.1 -0.3 1.0
H -3.0927 2.3465 1.5670 -0.3 -0.4 -0.3
H -3.9080 3.0712 4.6746 0.0 0.0 0.3
H -4.2663 2.1299 3.3045 0.9 0.4 0.4
C 2.8928 -2.5609 0.8220 2.1 1.1 1.4
O 3.6534 -2.0613 -0.0333 -1.2 -0.5 1.7
N 1.8572 -3.3382 0.5746 -2.3 -1.4 -0.8
N 3.0385 -2.4599 2.2466 0.4 0.4 -1.6
H 1.2185 -3.6974 1.2846 0.7 0.4 -0.3
H 1.5257 -3.4715 -0.3669 0.4 0.2 -0.5
H 3.6146 -1.7532 2.6975 0.0 -0.8 -0.5
H 2.2554 -2.8411 2.7431 0.2 0.2 0.5
C -0.4760 -0.2912 -0.9586 1.4 -1.3 -1.9
O -1.1218 -1.3308 -1.1741 0.3 0.2 -0.4
N -0.9125 0.6186 -0.1236 -0.8 1.7 1.6
N 0.6953 0.0125 -1.6606 -0.8 0.4 1.2
H -0.4124 1.5131 -0.0422 -0.4 -0.4 -0.2
H -1.9428 0.6489 -0.1324 0.6 0.3 0.6
H 1.4364 0.5154 -1.1727 -0.2 -0.1 -0.5
H 0.9747 -0.6702 -2.3239 0.4 -0.6 -0.1
C -4.6524 0.9939 -0.6898 0.4 -1.0 -0.1
O -3.6217 1.5129 -0.2398 -1.0 0.2 0.0
N -5.6466 0.4106 0.0816 1.0 0.3 0.6
N -4.8912 0.8149 -2.0172 -0.5 -0.3 1.8
H -6.2976 -0.1087 -0.4657 -0.5 -0.3 0.2
H -5.3453 -0.0605 0.9334 0.1 0.3 -0.2
H -4.4917 1.4562 -2.6549 0.4 0.2 -1.2
H -5.6892 0.2120 -2.1519 0.3 0.6 -1.2
C -1.6117 2.4750 -3.4486 2.5 0.1 1.1
O -2.5858 2.0775 -3.9957 -3.1 -0.8 -1.7
N -1.5558 2.8666 -2.1689 -0.8 0.4 0.7
N -0.3695 2.5282 -4.0024 1.0 0.1 -0.9
H -0.6423 2.9815 -1.7760 -0.2 0.4 0.7
H -2.4138 2.8104 -1.6313 0.6 -0.1 0.2
H 0.3938 2.4356 -3.3615 0.4 0.1 -0.1
H -0.1830 2.2422 -4.9482 -0.4 -0.2 0.1
C -3.3606 -1.5580 3.4651 0.2 2.9 -1.3
O -3.3547 -0.4824 2.7688 -0.2 -2.7 1.6
N -2.7832 -1.5872 4.6948 -0.1 0.0 0.2
N -3.9897 -2.6880 3.0293 0.5 -0.3 0.7
H -2.4917 -0.7297 5.1287 0.1 0.2 -0.4
H -2.5167 -2.4191 5.1842 -0.2 -0.3 -0.1
H -3.8373 -3.5633 3.5422 -0.1 0.7 -0.6
H -4.0078 -2.7312 2.0291 -0.2 -0.3 -0.4
```
Positions in Å, forces in eV/Å.

Summary:
Highest occupied orbital energy ... -9.5 eV
DFT total energy ... -79698.83017 eV
Relative energy (zero: lowest compared OMol25 entry of this formula, charge and spin) ... 59.3 kcal per mole
Maximum force ... 4.212 eV/Å

What is the formula in the second record?
C13H52F2NO17S2

The highest highest occupied orbital energy belongs to which entry?
C13H52F2NO17S2